{
  "formula": "C30H45CrNO2P2",
  "method": "ωB97M-V/def2-TZVPD",
  "symbols": ["P", "P", "C", "C", "H", "H", "H", "H", "C", "H", "H", "H", "C", "H", "H", "H", "C", "H", "H", "H", "C", "H", "H", "H", "Cr", "C", "C", "C", "C", "C", "C", "C", "C", "C", "H", "H", "H", "H", "H", "H", "H", "H", "H", "H", "H", "H", "H", "H", "H", "C", "C", "C", "C", "C", "C", "N", "C", "C", "C", "C", "C", "C", "C", "O", "O", "C", "C", "H", "H", "H", "H", "H", "H", "H", "H", "H", "H", "H", "H", "H", "H"],
  "positions_angstrom": [[-0.6926, 4.9333, -1.6527], [2.4447, 4.0138, -3.7488], [0.6631, 5.7901, -2.4859], [1.1734, 5.2732, -3.8607], [1.4794, 5.9182, -1.7686], [0.2614, 6.7933, -2.6463], [0.3480, 4.8870, -4.4794], [1.6629, 6.0964, -4.4084], [4.0562, 4.6511, -3.3189], [4.6923, 3.8538, -2.9161], [3.9937, 5.4554, -2.5731], [4.5321, 5.0538, -4.2243], [2.5061, 3.0667, -5.2879], [3.2544, 3.5367, -5.9382], [1.5198, 3.0770, -5.7761], [2.7977, 2.0292, -5.0601], [-1.1013, 6.0100, -0.2845], [-1.7898, 5.5407, 0.4256], [-1.5998, 6.8973, -0.6962], [-0.1892, 6.3337, 0.2317], [-2.0885, 5.0350, -2.8301], [-1.8229, 4.6419, -3.8262], [-2.3569, 6.0960, -2.9642], [-2.9715, 4.4840, -2.4654], [-1.0606, 1.5455, 1.4014], [2.4972, 0.7917, -2.0677], [3.0825, 1.8483, -1.4789], [2.3844, 3.0701, -0.8756], [0.9966, 2.9401, -0.2663], [-0.2836, 3.2493, -1.1566], [-0.3972, 2.8543, -2.5769], [0.7110, 2.1418, -3.1798], [1.0669, 0.7680, -2.5378], [-2.1252, 0.1672, 0.1628], [3.0367, -0.1377, -2.2105], [4.1649, 1.8253, -1.3244], [2.3542, 3.9278, -1.6072], [3.1099, 3.4850, -0.1510], [0.8923, 1.9339, 0.1810], [0.9622, 3.6367, 0.5930], [-1.1470, 2.8495, -0.5162], [-1.4028, 2.6205, -2.9463], [1.6605, 2.7561, -2.9656], [0.5532, 1.9958, -4.2584], [0.4090, 0.5647, -1.6786], [0.8763, -0.0787, -3.2418], [-1.4285, -0.4744, -0.3975], [-2.5646, 0.8805, -0.5255], [-2.9044, -0.4884, 0.5721], [-1.3516, -6.6307, -0.6099], [-1.7999, -5.5899, 0.3899], [-3.0896, -5.6602, 0.9079], [-3.5688, -4.7060, 1.8091], [-2.7177, -3.6913, 2.2330], [-1.3806, -3.6570, 1.7910], [-0.5238, -2.6876, 2.2943], [0.8505, -2.7700, 2.5644], [1.4432, -3.8380, 3.2713], [2.8053, -3.8394, 3.5343], [3.5722, -2.7599, 3.0836], [2.9939, -1.6898, 2.3964], [1.6307, -1.6737, 2.1717], [0.8969, -0.6005, 1.4139], [0.4126, 0.3779, 2.1130], [0.7049, -0.7504, 0.1928], [-0.9501, -4.5473, 0.7816], [0.3908, -4.3694, 0.1698], [-1.0850, -6.1855, -1.5781], [-0.4884, -7.2043, -0.2448], [-2.1755, -7.3325, -0.7756], [-3.7215, -6.4876, 0.5821], [-4.5968, -4.7746, 2.1655], [-3.0619, -2.9411, 2.9461], [-0.9435, -1.8221, 2.6099], [0.8169, -4.6223, 3.6967], [3.2624, -4.6157, 4.1557], [4.6346, -2.7404, 3.3008], [3.6012, -0.8692, 2.0296], [0.4818, -4.9466, -0.7473], [0.6123, -3.3280, -0.0854], [1.1872, -4.7166, 0.8335]],
  "lowdin_spin": [-0.0001, -0.0005, 0.0003, -0.0004, 0.0000, 0.0001, 0.0000, -0.0001, -0.0001, 0.0000, 0.0000, 0.0000, 0.0000, 0.0000, 0.0000, 0.0000, 0.0002, 0.0009, 0.0000, 0.0000, -0.0003, -0.0001, 0.0000, 0.0000, 4.0564, 0.0000, 0.0003, 0.0027, 0.0188, 0.0088, -0.0087, -0.0014, -0.0008, -0.1154, 0.0000, 0.0000, 0.0005, 0.0001, 0.0077, 0.0024, 0.0077, -0.0002, -0.0003, 0.0000, 0.0002, -0.0001, -0.0023, -0.0056, -0.0036, 0.0000, 0.0000, 0.0000, 0.0000, 0.0000, 0.0001, 0.0000, -0.0002, -0.0001, 0.0001, 0.0001, 0.0002, -0.0016, 0.0075, 0.0164, 0.0097, 0.0000, 0.0000, 0.0000, 0.0000, 0.0000, 0.0000, 0.0000, 0.0000, 0.0006, 0.0000, 0.0000, 0.0000, 0.0000, 0.0000, 0.0000, 0.0000],
  "total_charge": 0,
  "multiplicity": 5,
  "homo_energy_ev": [-5.04, -5.09],
  "s2": 6.093,
  "orbital_gap_ev": [4.4, 4.3],
  "e_lumo_ev": [-0.63, -0.82]
}

{
  "formula": "C30H45FN3O8",
  "method": "ωB97M-V/def2-TZVPD",
  "symbols": ["F", "C", "C", "C", "C", "N", "C", "C", "N", "C", "C", "C", "C", "N", "C", "C", "C", "C", "H", "H", "H", "H", "H", "H", "H", "H", "H", "H", "H", "H", "H", "H", "H", "H", "H", "H", "H", "H", "H", "O", "C", "O", "C", "C", "C", "H", "H", "H", "H", "H", "H", "O", "C", "O", "C", "C", "C", "H", "H", "H", "H", "H", "H", "O", "C", "O", "C", "C", "C", "H", "H", "H", "H", "H", "H", "O", "C", "O", "C", "C", "C", "H", "H", "H", "H", "H", "H"],
  "positions_angstrom": [[4.8330, -4.8113, 2.5681], [4.7251, -4.1943, 1.2590], [5.8420, -3.0437, 1.0234], [5.6119, -1.9469, 2.1984], [5.4195, -0.4496, 1.6219], [6.2654, 0.0339, 0.5373], [5.9183, 1.4293, 0.2255], [4.7469, 1.7347, 1.2256], [4.4709, 0.5608, 2.0432], [3.4718, 0.3059, 3.1237], [2.1293, 1.1815, 3.0224], [1.0829, 0.6877, 1.9057], [0.6185, -0.8715, 2.0927], [-0.4545, -1.0766, 1.0489], [-1.8541, -1.3970, 1.2694], [-2.5591, -1.4638, -0.1385], [-1.5171, -1.1488, -1.2801], [-0.2425, -0.9331, -0.4031], [3.6607, -3.7557, 1.1338], [4.8390, -5.0023, 0.4491], [6.8926, -3.4880, 1.2072], [5.7692, -2.5804, -0.0257], [4.7530, -2.2700, 2.8857], [6.5548, -1.9015, 2.8663], [7.0029, -0.5046, 0.0509], [6.3933, 2.1252, -0.5524], [4.1918, 2.7306, 1.2835], [3.2123, -0.8181, 3.0908], [3.9318, 0.5154, 4.1600], [1.5865, 1.1249, 4.0449], [2.3567, 2.2940, 2.8390], [0.1029, 1.2950, 2.0515], [1.4101, 0.8867, 0.8203], [1.4841, -1.6112, 1.9878], [0.0892, -0.9532, 3.1177], [-2.3692, -1.5744, 2.2705], [-3.6664, -1.6920, -0.3611], [-1.6506, -1.0717, -2.4118], [0.8156, -0.6790, -0.7839], [-2.5776, 0.9477, -4.1506], [-2.3882, 1.8028, -3.3221], [-1.1559, 2.2642, -2.9666], [-1.2937, 3.1898, -1.8831], [-2.7203, 3.6817, -1.9592], [-3.4527, 2.4763, -2.5060], [-1.0841, 2.6639, -0.9460], [-0.5743, 4.0030, -2.0008], [-3.1072, 4.0324, -1.0006], [-2.7896, 4.5086, -2.6736], [-3.7731, 1.7994, -1.7103], [-4.2987, 2.7682, -3.1283], [-7.6557, -0.0745, 1.3768], [-7.0017, -0.8304, 2.0472], [-7.4708, -1.9995, 2.5639], [-6.4636, -2.5859, 3.3964], [-5.1608, -1.9867, 2.9230], [-5.5789, -0.6063, 2.4725], [-6.6829, -2.3350, 4.4386], [-6.4787, -3.6716, 3.2839], [-4.3856, -1.9796, 3.6920], [-4.7815, -2.5545, 2.0667], [-5.5618, 0.1129, 3.2950], [-4.9707, -0.2536, 1.6389], [9.1529, 0.0783, -0.6719], [9.0607, -0.4179, -1.7714], [8.7397, -1.7205, -1.9921], [8.8262, -1.9993, -3.3958], [8.6873, -0.6583, -4.0758], [9.3232, 0.2829, -3.0756], [9.7922, -2.4706, -3.5985], [8.0299, -2.6880, -3.6837], [9.1499, -0.6267, -5.0636], [7.6273, -0.4090, -4.1918], [10.4025, 0.3667, -3.2241], [8.8539, 1.2667, -3.0944], [-6.8892, 2.4550, -2.5791], [-8.0521, 2.4120, -2.2607], [-9.0491, 3.0694, -2.9137], [-10.2797, 2.8866, -2.2037], [-10.0827, 1.6332, -1.3844], [-8.6027, 1.6752, -1.0752], [-10.4568, 3.7680, -1.5798], [-11.1025, 2.7855, -2.9140], [-10.7158, 1.5948, -0.4961], [-10.3052, 0.7522, -1.9952], [-8.3915, 2.2491, -0.1700], [-8.1786, 0.6742, -1.0044]],
  "mulliken_charge": [-0.2978, -0.4122, -0.4264, -0.5937, 0.1335, 0.2093, -0.3954, -0.3185, 0.3448, -0.3614, -0.7766, -0.3052, -0.3999, 0.2698, -0.1149, -0.2663, -0.8970, -0.1381, 0.2130, 0.3172, 0.2679, 0.3722, 0.3759, 0.3343, 0.1530, 0.3627, 0.2989, 0.1388, 0.2279, 0.3785, 0.3037, 0.2877, 0.2886, -0.0655, 0.2595, 0.1893, 0.3034, 0.4063, 0.2704, -0.5991, 0.4950, -0.3876, -0.1514, -0.6159, -0.0589, 0.0260, 0.3408, 0.3509, 0.2845, 0.0646, 0.2547, -0.5566, 0.5006, -0.3564, -0.5435, -0.4084, -0.1864, 0.2540, 0.3384, 0.3845, 0.1699, 0.3289, 0.0851, -0.6211, 0.6217, -0.3598, -0.4085, -0.5049, -0.3988, 0.2763, 0.3263, 0.3251, 0.2602, 0.2898, 0.2418, -0.5218, 0.3432, -0.3751, -0.4108, -0.5669, -0.0366, 0.2431, 0.3275, 0.3193, 0.2867, 0.2111, 0.1807],
  "total_charge": 1,
  "e_above_lowest_kcal_mol": 100.1,
  "homo_energy_ev": -9.90,
  "orbital_gap_ev": 6.9,
  "e_lumo_ev": -3.03
}

{
  "formula": "C30H45HfO4SSi",
  "method": "ωB97M-V/def2-TZVPD",
  "symbols": ["C", "C", "C", "H", "C", "C", "H", "H", "H", "H", "C", "C", "C", "H", "C", "C", "H", "H", "H", "H", "Hf", "O", "C", "C", "H", "H", "H", "H", "C", "C", "C", "H", "C", "H", "C", "H", "C", "H", "C", "C", "C", "C", "O", "Si", "S", "O", "C", "C", "C", "C", "O", "C", "C", "C", "C", "H", "H", "H", "H", "H", "H", "H", "H", "H", "H", "H", "H", "H", "H", "H", "H", "H", "H", "H", "H", "H", "H", "H", "H", "H", "H", "H"],
  "positions_angstrom": [[0.1472, 1.2701, 0.8447], [1.5087, 1.5744, 0.4692], [1.4962, 2.8464, -0.1893], [2.4262, 1.0519, 0.7400], [0.1416, 3.3354, -0.2122], [-0.7014, 2.3460, 0.3954], [-1.7391, 2.4559, 0.7140], [-0.2125, 0.5223, 1.5447], [2.3940, 3.3699, -0.5213], [-0.1787, 4.3222, -0.5430], [0.5958, -0.4438, -2.9569], [0.4042, -0.9951, -1.6414], [-0.9351, -0.6502, -1.1917], [1.0727, -1.7149, -1.2090], [-1.5707, 0.0913, -2.2621], [-0.6315, 0.2057, -3.3441], [-0.8196, 0.6515, -4.3169], [1.4865, -0.6137, -3.5479], [-1.4111, -1.0949, -0.3290], [-2.6296, 0.3383, -2.3037], [0.2759, 1.2854, -1.4260], [0.4988, 4.2100, -4.0201], [1.7759, 4.8902, -4.0349], [0.4984, 5.6760, -4.2766], [2.2388, 4.9885, -3.0525], [2.4170, 4.7207, -4.8996], [0.1721, 6.2829, -3.4266], [-0.1424, 8.1915, -4.9724], [-0.1641, 7.5248, -5.8308], [0.1371, 6.1545, -5.6219], [0.1446, 5.2964, -6.7359], [0.3744, 4.2352, -6.5964], [-0.1700, 5.7800, -8.0021], [-0.1845, 5.0894, -8.8448], [-0.4724, 7.1341, -8.1964], [-0.7126, 7.5026, -9.1928], [-0.4628, 8.0065, -7.1027], [-0.6905, 9.0623, -7.2434], [1.7162, -0.9334, 5.3190], [1.8694, -2.2070, 4.4909], [3.1377, -2.1218, 3.6472], [1.9185, -3.4564, 5.3700], [0.6541, -2.3805, 3.7359], [0.1893, -2.1597, 2.1577], [1.7295, -1.5594, 1.0613], [-0.4619, -3.6009, 1.6612], [0.0583, -4.8003, 1.0433], [0.2925, -4.5370, -0.4354], [1.3410, -5.2980, 1.7003], [-1.0885, -5.7829, 1.2699], [-1.2047, -1.1989, 2.2295], [-2.5449, -1.3412, 2.8247], [-3.3177, -0.2002, 2.1764], [-3.1828, -2.6852, 2.4928], [-2.4903, -1.1728, 4.3409], [2.5656, -0.8142, 6.0040], [0.7957, -0.9882, 5.9121], [1.6672, -0.0487, 4.6713], [4.0198, -2.1022, 4.3059], [3.2415, -2.9826, 2.9753], [3.1720, -1.2133, 3.0250], [0.9842, -3.5234, 5.9397], [1.9978, -4.3499, 4.7359], [2.7681, -3.4279, 6.0606], [1.1320, -3.8483, -0.5885], [0.5094, -5.4788, -0.9575], [-0.6074, -4.1036, -0.8858], [1.1908, -5.4787, 2.7715], [1.6236, -6.2612, 1.2503], [2.1852, -4.6130, 1.5529], [-1.2392, -5.9138, 2.3489], [-2.0075, -5.3619, 0.8443], [-0.8871, -6.7562, 0.8129], [-2.8200, 0.7453, 2.4146], [-3.3199, -0.3347, 1.0899], [-4.3562, -0.1492, 2.5249], [-2.6820, -3.5245, 2.9875], [-4.2281, -2.7016, 2.8421], [-3.2184, -2.8574, 1.4122], [-1.9591, -2.0001, 4.8247], [-2.0160, -0.2228, 4.6093], [-3.5062, -1.1534, 4.7665]],
  "mulliken_charge": [0.5215, -0.7717, -0.5246, 0.5021, -0.5559, -0.6604, 0.5206, 0.2639, 0.5445, 0.5360, -1.0600, -0.2082, 0.1565, 0.5517, -0.9087, -0.6025, 0.5328, 0.5820, 0.4266, 0.5862, 1.2250, -0.3601, -0.4385, -0.1097, 0.2594, 0.2959, 0.4248, 0.3269, -0.4896, 0.4880, -0.3338, 0.3135, -0.5388, 0.3690, -0.4374, 0.3742, -0.5115, 0.3754, -1.5909, 1.7436, -1.7225, -1.5703, 0.0542, 0.2376, -1.0126, 0.0484, 1.6523, -1.4517, -1.3032, -1.6425, -0.2414, 1.4927, -1.3989, -1.5758, -1.5143, 0.4652, 0.2905, 0.2461, 0.5118, 0.2933, 0.3337, 0.2882, 0.2757, 0.4539, 0.2723, 0.4914, 0.2387, 0.2030, 0.4895, 0.2056, 0.3561, 0.2901, 0.4415, 0.2324, 0.2779, 0.4484, 0.3104, 0.4752, 0.2438, 0.2502, 0.3050, 0.4402],
  "total_charge": 1,
  "e_above_lowest_kcal_mol": 0.0,
  "homo_energy_ev": [-9.44, -10.17],
  "orbital_gap_ev": [3.5, 4.5],
  "e_lumo_ev": [-5.95, -5.64]
}